ORCA calculation (wB97M-V/def2-TZVPD) on C25H41Cl5FeSi4Te as an isolated structure in a non-equilibrium geometry.

Last column: Mulliken charge in e.
Element x y z (Å)
Fe 0.2317 -0.8714 0.8117  -0.706
Te 2.7280 -0.3934 0.4688  -0.170
C 4.3163 -0.4776 -0.9236  0.030
C 4.7593 0.6606 -1.5941  -0.105
C 5.8295 0.5994 -2.4717  -0.592
C 6.4796 -0.6043 -2.7038  -0.425
C 6.0429 -1.7459 -2.0476  -0.554
C 4.9719 -1.6832 -1.1705  -0.371
H 4.2602 1.6055 -1.4208  0.284
H 6.1562 1.4989 -2.9800  0.369
H 7.3155 -0.6527 -3.3909  0.344
H 6.5371 -2.6944 -2.2221  0.357
H 4.6359 -2.5801 -0.6655  0.367
Cl -2.6331 -2.1237 1.8998  -0.071
C -1.8869 -2.9861 0.5780  1.721
C -0.6506 -2.5457 0.0577  -1.911
C -0.1719 -3.3231 -1.0037  1.287
Cl 1.3075 -2.8848 -1.7949  -0.107
C -0.8406 -4.4391 -1.5091  0.017
Cl -0.1965 -5.3550 -2.8248  -0.207
C -2.0511 -4.8280 -0.9521  0.455
Cl -2.8926 -6.2073 -1.5580  -0.222
C -2.5834 -4.0923 0.1033  -0.359
Cl -4.0913 -4.5709 0.7908  -0.217
C -1.3539 2.6256 -3.2548  -1.075
Si -0.5226 1.1180 -2.4501  0.299
C 1.3011 1.1997 -2.9383  -0.669
C -1.2788 -0.4217 -3.2515  -0.684
Si -0.8798 1.0786 -0.1141  -0.244
Si -0.0737 3.0767 0.8770  0.457
C -1.1064 4.5910 0.3723  -1.067
C 1.7047 3.5221 0.4192  -1.014
C -0.1941 2.9366 2.7619  -0.957
Si -3.2277 1.0699 0.1835  0.630
C -4.1662 2.5727 -0.5177  -1.106
C -3.6498 1.0969 2.0380  -1.117
C -4.0223 -0.4072 -0.7132  -0.939
H -1.1655 2.6049 -4.3321  0.386
H -0.9551 3.5648 -2.8670  0.229
H -2.4350 2.6324 -3.1062  0.238
H 1.3851 1.2157 -4.0284  0.467
H 1.8515 0.3354 -2.5630  0.018
H 1.7844 2.0964 -2.5489  0.138
H -0.9457 -0.5151 -4.2878  0.402
H -2.3688 -0.3762 -3.2490  0.232
H -0.9824 -1.3299 -2.7225  -0.026
H -1.1068 4.7442 -0.7080  0.227
H -0.6754 5.4834 0.8352  0.372
H -2.1435 4.5174 0.7030  0.249
H 1.7794 3.7922 -0.6365  0.244
H 2.3912 2.6976 0.6060  0.137
H 2.0267 4.3862 1.0069  0.469
H -1.2347 2.9153 3.0917  0.230
H 0.2947 3.7888 3.2407  0.429
H 0.2867 2.0277 3.1222  0.182
H -3.8509 3.5186 -0.0752  0.219
H -5.2305 2.4443 -0.2973  0.369
H -4.0659 2.6577 -1.6012  0.275
H -3.6834 2.1328 2.3835  0.313
H -2.9181 0.5696 2.6499  0.191
H -4.6318 0.6550 2.2237  0.408
H -4.4120 -0.0744 -1.6771  0.423
H -4.8568 -0.8146 -0.1393  0.348
H -3.3195 -1.2209 -0.9048  0.095
C 0.0949 -2.1695 4.9419  -1.706
C 0.3970 -2.3046 3.4463  1.573
C 1.7651 -2.9495 3.2380  -1.470
C 0.2888 -0.9503 2.7561  -0.976
H 0.1500 -3.1354 5.4486  0.442
H -0.9024 -1.7542 5.1030  0.338
H 0.8183 -1.4999 5.4152  0.334
H -0.3601 -2.9685 3.0205  -0.165
H 2.5631 -2.2760 3.5607  0.327
H 1.9441 -3.1747 2.1856  0.165
H 1.8455 -3.8757 3.8120  0.450
H 1.1310 -0.2972 3.0422  0.673
H -0.6572 -0.4580 3.0229  0.021

Atomic forces in eV per Å
0.4 -0.3 -1.3
0.7 0.3 0.9
-0.3 -0.1 -0.4
-0.1 0.1 0.1
0.1 0.0 -0.1
0.0 0.0 0.0
0.1 0.0 -0.1
-0.2 -0.1 0.1
0.0 0.0 0.0
0.0 0.0 0.0
0.0 0.0 0.0
0.0 0.0 0.0
0.0 0.0 0.0
0.1 0.1 -0.2
0.3 0.0 -0.1
-0.9 0.0 0.6
-0.1 0.2 0.1
0.1 0.1 0.0
-0.1 -0.1 0.0
0.0 0.0 0.0
0.0 0.0 0.0
0.0 0.0 0.0
0.1 0.0 -0.1
-0.1 0.0 0.0
0.0 -0.1 0.1
0.1 0.0 -0.1
-0.2 -0.1 0.1
0.1 0.1 0.1
-0.2 0.0 0.1
0.0 0.0 0.0
0.1 -0.1 0.1
-0.2 0.0 0.0
0.0 0.0 -0.2
-0.1 0.0 0.0
0.1 -0.1 0.0
0.0 0.0 -0.1
0.1 0.0 0.1
0.0 0.0 0.0
0.0 0.0 0.0
0.0 0.0 0.0
0.0 0.0 0.0
0.0 0.0 0.0
0.0 0.0 0.1
0.0 0.0 0.0
0.0 0.0 0.0
0.0 0.0 0.0
0.0 0.0 0.0
0.0 0.0 0.0
0.0 0.0 0.0
0.0 0.0 0.0
0.0 0.0 0.0
0.0 0.0 0.0
0.0 0.0 0.0
0.0 0.0 0.0
0.0 -0.1 0.0
0.0 0.0 0.0
0.0 0.0 0.0
0.0 0.0 0.0
0.0 0.1 0.0
0.0 0.0 0.0
0.0 0.0 0.0
0.0 0.0 -0.1
0.0 0.0 0.0
0.0 0.0 0.0
0.0 0.1 -0.1
0.1 0.0 0.0
-0.1 0.0 0.0
-0.4 0.1 0.1
0.0 0.0 0.0
0.0 0.0 0.0
0.0 0.0 0.0
0.0 0.0 0.0
0.0 0.0 0.0
0.0 0.0 0.0
0.0 0.0 0.0
-0.1 0.0 0.0
0.1 0.0 0.1

As for the largest force on an atom: 1.429 eV/Å. Its charge is -1. The spin multiplicity is 2. As for the expectation value of S²: 1.17. The calculation puts the HOMO energy (alpha / beta) at -4.24 / -4.67 eV. The total energy is -162395.97193 eV.